[1]
Here is C28H38BeCl5N2SbSi3 as an isolated structure from the Open Molecules 2025 dataset. Energies are from ωB97M-V/def2-TZVPD.

Atoms and positions in Å:
Be  -0.86  1.06  -0.80
C  2.75  -1.68  -0.60
Sb  0.64  -1.31  -0.87
C  0.70  0.81  -1.48
C  1.82  1.63  -0.92
C  1.55  2.79  -0.17
C  2.58  3.59  0.27
C  3.89  3.24  -0.03
C  4.08  2.08  -0.76
N  3.09  1.30  -1.20
Si  0.83  0.74  -3.36
C  2.32  -0.16  -4.07
C  0.89  2.52  -3.95
C  -0.69  -0.09  -4.08
C  -0.01  -1.32  1.29
C  -1.10  -0.34  1.57
C  -2.02  -0.58  2.61
C  -2.88  0.39  3.05
C  -2.84  1.65  2.46
C  -2.01  1.82  1.39
N  -1.19  0.85  0.92
Si  1.35  -0.89  2.58
C  0.59  -0.54  4.27
C  2.25  0.69  2.19
C  2.59  -2.28  2.82
Si  -0.57  -3.15  1.49
C  0.64  -4.34  0.68
C  -2.21  -3.42  0.63
C  -0.77  -3.77  3.26
H  3.23  -1.41  -1.54
H  2.90  -2.74  -0.40
H  3.18  -1.08  0.19
H  0.53  3.06  0.04
H  2.38  4.49  0.84
H  4.73  3.84  0.29
H  5.09  1.76  -1.02
H  3.24  0.13  -3.56
H  2.41  0.09  -5.13
H  2.21  -1.25  -3.99
H  1.64  3.09  -3.38
H  -0.08  3.01  -3.80
H  1.16  2.58  -5.01
H  -0.68  -1.17  -3.93
H  -0.73  0.09  -5.16
H  -1.61  0.31  -3.64
H  -2.00  -1.55  3.10
H  -3.58  0.19  3.86
H  -3.47  2.46  2.80
H  -1.99  2.76  0.85
H  0.00  0.38  4.26
H  1.41  -0.40  4.98
H  -0.05  -1.34  4.65
H  1.54  1.52  2.08
H  2.86  0.65  1.29
H  2.91  0.93  3.03
H  2.15  -3.11  3.37
H  3.42  -1.89  3.41
H  3.00  -2.66  1.88
H  0.80  -4.12  -0.38
H  0.21  -5.34  0.75
H  1.61  -4.36  1.18
H  -2.07  -3.46  -0.45
H  -2.96  -2.65  0.85
H  -2.62  -4.38  0.95
H  0.02  -3.42  3.92
H  -0.71  -4.86  3.23
H  -1.73  -3.50  3.70
Cl  -3.16  -1.01  -1.22
C  -3.46  0.64  -1.70
C  -2.41  1.55  -1.56
C  -2.73  2.86  -1.91
Cl  -1.49  4.07  -1.74
C  -3.98  3.26  -2.36
Cl  -4.30  4.90  -2.75
C  -4.99  2.30  -2.50
Cl  -6.55  2.75  -3.07
C  -4.72  0.97  -2.17
Cl  -5.95  -0.22  -2.33

## Properties
F_max ... 0.79 eV/Å
E_LUMO ... -0.242 eV
Calculated total energy ... -125821.7473 eV
HOMO level ... -7.9 eV

[2]
Here is C28H38Cl5InN2SbSi3 as an isolated structure in a non-equilibrium geometry from the Open Molecules 2025 dataset. Energies are from ωB97M-V/def2-TZVPD.

Atoms and positions in Å:
In  -0.45  -0.62  1.83
C  -1.47  1.62  -2.52
Sb  -0.96  -0.17  -1.43
C  -1.68  0.63  0.49
C  -1.14  1.89  1.02
C  -1.59  3.17  0.65
C  -1.06  4.28  1.28
C  -0.08  4.12  2.26
C  0.31  2.84  2.58
N  -0.20  1.76  1.98
Si  -3.53  0.37  0.85
C  -3.98  -1.38  0.34
C  -4.68  1.59  -0.01
C  -3.70  0.59  2.72
C  1.29  -0.16  -1.62
C  2.05  -0.81  -0.51
C  3.39  -1.18  -0.73
C  4.14  -1.82  0.22
C  3.56  -2.11  1.45
C  2.26  -1.73  1.64
N  1.52  -1.08  0.71
Si  1.37  -1.40  -3.14
C  1.00  -3.11  -2.44
C  3.03  -1.45  -4.05
C  0.10  -0.94  -4.47
Si  2.12  1.53  -2.06
C  4.02  1.52  -2.11
C  1.74  2.75  -0.68
C  1.63  2.15  -3.77
H  -2.53  1.81  -2.34
H  -1.33  1.45  -3.59
H  -0.88  2.48  -2.19
H  -2.36  3.26  -0.11
H  -1.41  5.27  1.01
H  0.35  4.97  2.76
H  1.06  2.65  3.34
H  -3.69  -1.60  -0.69
H  -5.06  -1.53  0.43
H  -3.50  -2.12  0.99
H  -4.59  1.57  -1.09
H  -4.53  2.62  0.33
H  -5.71  1.32  0.24
H  -3.15  -0.20  3.26
H  -4.74  0.55  3.04
H  -3.29  1.55  3.04
H  3.82  -0.95  -1.69
H  5.17  -2.09  0.01
H  4.11  -2.63  2.23
H  1.77  -1.94  2.58
H  1.74  -3.41  -1.70
H  1.01  -3.86  -3.24
H  0.01  -3.15  -1.97
H  3.79  -2.01  -3.51
H  3.42  -0.46  -4.28
H  2.87  -1.97  -5.00
H  -0.93  -1.09  -4.14
H  0.26  -1.58  -5.33
H  0.21  0.09  -4.81
H  4.46  1.28  -1.14
H  4.34  2.52  -2.38
H  4.44  0.84  -2.85
H  2.00  2.32  0.28
H  0.69  3.04  -0.64
H  2.33  3.66  -0.81
H  2.06  1.52  -4.55
H  2.05  3.15  -3.90
H  0.56  2.22  -3.94
Cl  -0.18  0.10  5.14
C  -0.72  -1.51  4.83
C  -0.66  -1.96  3.52
C  -1.12  -3.24  3.21
Cl  -1.04  -3.71  1.55
C  -1.60  -4.08  4.20
Cl  -2.14  -5.66  3.81
C  -1.65  -3.62  5.52
Cl  -2.25  -4.64  6.75
C  -1.20  -2.33  5.84
Cl  -1.26  -1.77  7.46

## Properties
F_max ... 1.04 eV/Å
E_LUMO ... -2.538 eV
Net charge ... +1
Calculated total energy ... -130587.1970 eV
HOMO level ... -11.0 eV

[3]
Here is one molecule with the formula C28H38FIN4O4 in a non-equilibrium geometry from the Open Molecules 2025 dataset. Energies are from ωB97M-V/def2-TZVPD.

Atoms and positions in Å:
C  0.28  -2.61  4.01
C  1.34  -1.59  4.73
C  1.80  -0.31  3.83
I  3.77  0.39  4.61
C  1.91  -0.59  2.22
C  2.63  -1.90  1.55
C  3.37  -3.07  2.44
O  4.34  -2.82  3.36
N  3.03  -4.56  2.26
C  4.41  -5.23  2.28
O  4.93  -5.86  3.36
F  5.27  -5.24  1.03
C  2.63  -2.07  -0.08
O  3.26  -3.30  -0.65
C  2.18  -4.29  -0.94
N  1.02  -4.91  -1.07
C  1.97  -0.96  -1.15
N  2.07  -1.31  -2.60
C  1.46  -0.18  -3.38
C  1.45  -0.37  -5.05
C  0.81  1.19  -2.81
C  0.21  2.37  -3.82
C  1.35  3.08  -4.76
C  2.40  4.06  -3.96
C  1.69  5.25  -3.07
C  3.54  3.19  -3.11
N  0.71  1.46  -1.33
C  1.30  0.37  -0.48
C  1.25  0.54  1.18
C  0.50  1.92  1.73
C  -1.04  1.50  2.22
C  -2.19  2.53  1.67
C  -3.36  1.82  0.76
C  -3.94  0.41  1.38
C  -5.17  -0.14  0.39
C  -6.08  -1.32  1.08
O  -5.68  -2.70  0.73
C  -6.79  -3.42  0.07
H  -0.21  -2.21  3.02
H  0.84  -3.65  3.88
H  -0.62  -2.84  4.75
H  2.34  -2.19  5.00
H  0.90  -1.18  5.75
H  1.06  0.58  4.11
H  2.48  -4.87  3.11
H  1.37  -1.52  -5.34
H  0.59  0.23  -5.57
H  2.50  0.05  -5.41
H  -0.24  3.24  -3.13
H  -0.71  1.94  -4.42
H  0.76  3.78  -5.52
H  1.98  2.35  -5.42
H  3.03  4.62  -4.81
H  2.54  6.05  -2.86
H  1.29  4.88  -2.02
H  0.85  5.84  -3.68
H  3.30  3.30  -1.97
H  3.38  2.06  -3.47
H  4.63  3.50  -3.41
H  0.48  2.79  0.94
H  1.12  2.28  2.66
H  -1.06  1.56  3.40
H  -1.18  0.38  1.87
H  -1.66  3.33  0.97
H  -2.64  3.16  2.57
H  -4.29  2.58  0.76
H  -3.06  1.71  -0.38
H  -3.13  -0.47  1.36
H  -4.29  0.48  2.51
H  -4.60  -0.60  -0.56
H  -5.88  0.71  0.03
H  -6.04  -1.20  2.26
H  -7.19  -1.15  0.74
H  -6.63  -4.59  0.02
H  -7.82  -3.27  0.65
H  -6.88  -3.01  -1.04

## Properties
SMILES ... CC[C@@H](I)c1c(C(=O)NC(=O)F)c(OC#N)c2nc(C)c(CCC(C)C)nc2c1CCCCCCCOC
F_max ... 11.98 eV/Å
E_LUMO ... -1.926 eV
Calculated total energy ... -54596.0627 eV
HOMO level ... -8.7 eV

[4]
Here is C28H38FN7NaO3S as an isolated structure from the Open Molecules 2025 dataset. Energies are from ωB97M-V/def2-TZVPD.

Atoms and positions in Å:
Na  0.49  3.07  0.57
C  3.60  -2.59  -3.53
C  3.63  -2.42  -2.02
N  2.58  -1.53  -1.53
C  2.88  -0.20  -1.33
C  2.00  0.74  -0.93
C  2.38  2.20  -0.75
O  2.34  2.90  -1.77
O  2.57  2.56  0.44
C  0.62  0.37  -0.72
O  -0.25  1.17  -0.36
C  0.29  -1.04  -0.97
C  -1.03  -1.47  -0.79
C  -1.35  -2.77  -1.03
F  -2.63  -3.19  -0.91
C  -0.38  -3.71  -1.43
C  0.92  -3.30  -1.60
C  1.28  -1.96  -1.38
N  -0.73  -5.07  -1.69
C  -1.57  -5.74  -0.72
C  -1.44  -7.24  -0.90
N  -1.86  -7.58  -2.32
C  -1.04  -6.82  -3.34
C  -1.15  -5.34  -3.05
H  4.41  -3.24  -3.86
H  3.72  -1.62  -4.02
H  2.66  -3.02  -3.87
H  4.57  -1.99  -1.69
H  3.55  -3.37  -1.50
H  3.92  0.05  -1.52
H  -1.77  -0.75  -0.48
H  1.65  -4.04  -1.89
H  -2.63  -5.45  -0.81
H  -1.26  -5.49  0.29
H  -2.09  -7.81  -0.24
H  -0.42  -7.58  -0.81
H  -2.85  -7.34  -2.44
H  -1.79  -8.58  -2.49
H  -1.42  -7.09  -4.32
H  -0.02  -7.17  -3.22
H  -2.19  -5.00  -3.23
H  -0.51  -4.80  -3.75
C  -4.37  5.75  2.56
C  -2.90  5.55  2.41
C  -1.82  6.27  2.86
C  -0.69  5.59  2.38
N  -1.04  4.52  1.68
N  -2.39  4.51  1.72
C  0.76  5.91  2.59
H  -4.56  6.71  3.04
H  -4.82  4.98  3.18
H  -4.88  5.76  1.60
H  -1.85  7.17  3.45
H  -2.89  3.83  1.18
H  0.87  6.93  2.96
H  1.33  5.83  1.67
H  1.21  5.24  3.33
N  1.06  -0.36  6.31
C  0.83  0.33  5.13
C  1.88  0.65  4.27
C  1.60  1.31  3.08
N  0.37  1.67  2.70
C  -0.62  1.36  3.54
C  -0.46  0.70  4.74
H  1.99  -0.33  6.68
H  0.35  -0.29  7.02
H  2.90  0.40  4.51
H  2.39  1.57  2.39
H  -1.62  1.67  3.23
H  -1.31  0.49  5.36
C  0.41  5.56  -2.14
S  -0.92  4.40  -1.77
C  -0.65  3.22  -3.10
H  1.36  5.04  -2.15
H  0.43  6.30  -1.34
H  0.24  6.08  -3.08
H  -0.90  3.65  -4.07
H  -1.31  2.38  -2.92
H  0.38  2.88  -3.09

## Properties
Relative energy (zero: lowest compared OMol25 entry of this formula, charge and spin) ... 0.0000 eV
F_max ... 0.98 eV/Å
E_LUMO ... -3.169 eV
Net charge ... +1
Calculated total energy ... -64191.8510 eV
HOMO level ... -9.4 eV

[5]
Here is C28H38HgN4O3SSe2Te as an isolated structure in a non-equilibrium geometry from the Open Molecules 2025 dataset. Energies are from ωB97M-V/def2-TZVPD.

Atoms and positions in Å:
Hg  0.21  -1.80  0.71
O  3.39  -2.14  3.46
C  3.76  -0.82  3.61
C  2.67  0.21  3.04
C  3.13  1.58  3.64
O  2.31  2.65  3.32
C  1.31  -0.19  3.62
Se  -0.47  0.03  2.73
C  2.74  0.24  1.51
Se  2.77  -1.43  0.44
H  3.21  -2.23  2.46
H  4.76  -0.57  3.18
H  3.83  -0.67  4.64
H  4.12  1.76  3.13
H  3.24  1.45  4.73
H  1.52  2.27  2.88
H  1.16  0.38  4.52
H  1.33  -1.28  3.81
H  3.70  0.69  1.15
H  1.93  0.90  1.14
C  2.28  3.74  -5.34
N  2.20  2.37  -4.80
N  1.28  2.16  -3.71
C  0.79  0.80  -3.77
O  0.10  0.29  -2.90
C  1.50  0.22  -4.95
C  2.32  1.17  -5.52
C  3.29  0.98  -6.61
C  1.65  2.68  -2.41
C  2.87  3.23  -2.09
C  3.10  3.78  -0.85
C  2.10  3.82  0.10
C  0.80  3.31  -0.18
C  0.59  2.73  -1.45
H  1.48  4.39  -4.98
H  2.31  3.70  -6.46
H  3.20  4.20  -5.02
H  1.43  -0.80  -5.26
H  3.47  -0.09  -6.67
H  4.27  1.47  -6.32
H  2.87  1.28  -7.63
H  3.73  3.15  -2.83
H  4.05  4.24  -0.52
H  2.31  4.25  1.09
H  0.03  3.36  0.61
H  -0.34  2.31  -1.71
C  -2.67  -3.46  -0.53
Te  -1.12  -2.14  -1.40
C  -0.73  -4.07  -2.34
C  -1.11  -5.18  -1.48
C  -0.45  -6.39  -1.45
C  -0.78  -7.37  -0.53
C  -1.73  -7.05  0.45
C  -2.48  -5.85  0.38
C  -2.16  -4.87  -0.54
H  -3.59  -3.36  -1.10
H  -2.79  -3.12  0.53
H  0.34  -4.11  -2.66
H  -1.39  -4.02  -3.23
H  0.33  -6.60  -2.27
H  -0.37  -8.36  -0.51
H  -1.90  -7.83  1.20
H  -3.33  -5.77  1.03
C  -5.96  0.36  1.76
N  -5.41  1.37  2.69
C  -6.05  1.80  3.96
C  -5.16  2.93  4.41
N  -3.86  2.55  3.73
C  -4.11  1.79  2.66
S  -2.93  1.46  1.43
H  -6.75  -0.25  2.23
H  -5.16  -0.26  1.47
H  -6.42  0.91  0.86
H  -6.12  0.92  4.66
H  -7.06  2.11  3.76
H  -5.00  3.07  5.47
H  -5.41  3.94  4.01
H  -2.98  3.08  3.81

## Properties
Multiplicity ... 2
Relative energy (zero: lowest compared OMol25 entry of this formula, charge and spin) ... 1.7151 eV
F_max ... 3.17 eV/Å
E_LUMO (spin up / spin down) ... 2.239 / 2.231 eV
⟨S²⟩ ... 0.757
Net charge ... -1
Calculated total energy ... -194749.1017 eV
HOMO level (spin up / spin down) ... -1.5 / -4.0 eV

[6]
Here is C28H38N4OS2Zr as an isolated structure from the Open Molecules 2025 dataset. Energies are from ωB97M-V/def2-TZVPD.

Atoms and positions in Å:
Zr  -0.47  0.11  0.41
C  0.31  -1.35  2.29
C  -0.80  -0.61  2.77
C  -0.43  0.77  2.78
C  0.93  0.87  2.33
C  1.37  -0.44  2.00
C  2.75  -0.84  1.57
C  1.78  2.10  2.36
C  -1.27  1.91  3.27
C  -2.09  -1.18  3.25
C  0.47  -2.84  2.29
H  2.76  -1.36  0.61
H  3.19  -1.52  2.30
H  3.41  0.02  1.48
H  2.47  2.13  1.52
H  2.36  2.11  3.28
H  1.18  3.00  2.33
H  -1.03  2.84  2.74
H  -1.08  2.08  4.33
H  -2.33  1.72  3.15
H  -1.97  -1.62  4.25
H  -2.47  -1.98  2.60
H  -2.87  -0.42  3.33
H  1.01  -3.20  1.42
H  -0.49  -3.35  2.35
H  1.04  -3.13  3.17
C  4.11  3.57  -1.72
C  2.81  3.75  -2.50
N  1.63  3.62  -1.65
C  1.10  2.45  -1.29
S  -0.29  2.56  -0.20
N  1.63  1.35  -1.76
N  1.00  0.21  -1.35
C  1.35  -0.89  -1.94
C  2.37  -0.98  -3.01
C  0.61  -2.12  -1.53
C  0.93  -3.36  -2.05
C  0.13  -4.45  -1.71
C  -0.95  -4.27  -0.86
C  -1.17  -3.00  -0.34
N  -0.40  -1.96  -0.65
H  4.96  3.69  -2.39
H  4.15  2.58  -1.28
H  4.19  4.32  -0.93
H  2.73  3.01  -3.29
H  2.76  4.73  -2.96
H  1.25  4.44  -1.22
H  2.78  0.00  -3.23
H  1.92  -1.40  -3.92
H  3.18  -1.65  -2.71
H  1.76  -3.49  -2.72
H  0.36  -5.43  -2.11
H  -1.60  -5.08  -0.59
H  -1.98  -2.81  0.35
C  -3.00  4.35  -4.90
C  -3.21  3.50  -3.68
C  -2.95  2.12  -3.72
C  -3.14  1.33  -2.60
C  -3.57  1.93  -1.42
C  -3.82  3.29  -1.35
C  -3.65  4.07  -2.49
S  -3.81  1.01  0.05
C  -5.06  -0.16  -0.43
O  -2.56  0.08  0.16
H  -3.05  3.76  -5.81
H  -2.02  4.82  -4.86
H  -3.75  5.14  -4.96
H  -2.62  1.67  -4.64
H  -2.94  0.27  -2.64
H  -4.15  3.75  -0.42
H  -3.86  5.13  -2.45
H  -4.71  -0.74  -1.29
H  -5.95  0.42  -0.70
H  -5.28  -0.80  0.42

## Properties
F_max ... 0.66 eV/Å
E_LUMO ... -6.515 eV
Net charge ... +2
Calculated total energy ... -60602.5350 eV
HOMO level ... -13.7 eV